(1)
Formula: C24H24BrN5ReS3
Source: OMol25
Level of theory: ωB97M-V/def2-TZVPD

Atoms and positions in Å:
Re: -0.26656 -0.22372 -0.43684
C: -2.54561 3.09856 0.77753
C: -1.65099 4.07024 1.24114
C: -0.31739 3.76682 1.32691
C: 0.16627 2.50416 0.95870
N: -0.71014 1.58816 0.46431
C: -2.04438 1.88978 0.40001
N: 1.51066 2.29169 1.16918
C: 2.03801 1.13656 1.05735
N: 1.40090 -0.03367 0.65306
C: 2.16475 -1.13348 1.04809
N: 1.75888 -2.33964 1.14504
C: 0.40418 -2.63320 1.19500
C: 0.05438 -3.91543 1.61057
C: -1.24820 -4.21081 1.92609
C: -2.22166 -3.21068 1.84349
C: -1.85883 -1.99444 1.34861
N: -0.57466 -1.70745 0.98483
C: 3.48910 -0.61778 1.44878
C: 4.61140 -1.28030 1.90276
C: 5.67593 -0.49438 2.33587
C: 5.59745 0.89819 2.33315
C: 4.44680 1.55569 1.90892
C: 3.40541 0.76809 1.46126
H: -3.60732 3.28420 0.70392
H: -2.00861 5.04707 1.54053
H: 0.41174 4.47128 1.70199
H: -2.69270 1.11054 0.01726
H: 0.85288 -4.63557 1.71799
H: -1.51311 -5.20451 2.26230
H: -3.24692 -3.38786 2.13369
H: -2.58546 -1.20730 1.20484
H: 4.65741 -2.36117 1.92065
H: 6.57664 -0.97176 2.69812
H: 6.44265 1.47676 2.68108
H: 4.37036 2.63483 1.92841
C: 2.93953 1.76290 -3.02934
C: 3.11522 0.33968 -2.53242
S: 1.61960 -0.65566 -2.30197
C: 0.73435 -0.55957 -3.85418
C: -0.19911 0.64178 -4.05600
S: -0.99518 1.30063 -2.56611
C: -0.67582 3.07607 -2.68352
C: 0.75277 3.55068 -2.93681
S: 1.96642 2.75520 -1.87640
H: 2.47714 1.77405 -4.01482
H: 3.92518 2.21775 -3.12244
H: 3.62229 0.31088 -1.56511
H: 3.71770 -0.24143 -3.23305
H: 0.16574 -1.48395 -3.89038
H: 1.47028 -0.60675 -4.65870
H: -1.00278 0.33116 -4.72153
H: 0.31088 1.47711 -4.52860
H: -1.06480 3.47305 -1.74345
H: -1.33617 3.43041 -3.47731
H: 0.79825 4.62198 -2.74419
H: 1.04132 3.41048 -3.97706
Br: -1.65922 -1.63121 -1.83278

HOMO level (alpha / beta) = -14.12 / -14.39 eV
E_LUMO (alpha / beta) = -0.25001 / -0.27456 hartree
electronic energy = -5049.1246 a.u.
gap between HOMO and LUMO (alpha / beta) = 0.2691 / 0.2543 Eh
⟨S²⟩ = 3.770
net charge = +2
2S+1 = 4

=====

(2)
Formula: C2H10N2O
Source: OMol25
Level of theory: ωB97M-V/def2-TZVPD

Atoms and positions in Å:
C: 0.31430 1.12011 1.39394
N: 0.36957 -0.08356 0.57943
C: -0.76630 -0.97891 0.73799
H: -0.55050 1.69947 1.06902
H: 1.21340 1.70553 1.21248
H: 0.26338 0.89435 2.46486
H: 1.34371 -0.69806 0.89802
H: -0.90258 -1.29401 1.77852
H: -1.65879 -0.45663 0.39128
H: -0.60703 -1.87494 0.14199
N: 0.42506 0.39664 -1.95108
O: -0.49256 -0.56978 -2.47611
H: 1.30403 0.10529 -2.38315
H: 0.82360 0.10046 -0.80273
H: -1.07928 -0.06598 -3.05446

HOMO level = -7.95 eV
structure (SMILES) = CNC.NO
E_LUMO = 0.03191 hartree
electronic energy = -266.8050 a.u.
gap between HOMO and LUMO = 0.3242 Eh
ΔE to the lowest compared entry with this formula, charge and spin = 87.4 kcal per mole

=====

(3)
Formula: C18H19F2N3
Source: OMol25
Level of theory: ωB97M-V/def2-TZVPD

Atoms and positions in Å:
F: 2.10034 -6.60585 -19.38324
C: 0.99270 -6.78744 -18.56378
C: -0.19935 -7.29294 -19.04311
C: -1.19668 -7.70488 -18.16012
C: -1.05362 -7.42385 -16.79283
C: 0.08936 -6.81339 -16.26608
C: 1.07267 -6.55206 -17.17979
H: -0.31940 -7.52359 -20.09134
H: -2.05983 -8.20894 -18.56913
H: -1.87749 -7.61811 -16.12208
H: 0.20872 -6.60967 -15.21221
H: 2.07535 -6.30435 -16.86409
F: -2.02326 -4.55770 -16.89957
C: -3.27463 -5.14320 -17.06741
C: -3.77547 -5.35053 -18.37187
C: -4.97068 -5.99943 -18.53557
C: -5.80130 -6.28486 -17.50292
C: -5.28458 -6.06595 -16.21783
C: -4.10759 -5.36490 -15.98225
H: -3.16365 -5.13997 -19.23659
H: -5.42491 -6.16829 -19.50075
H: -6.79734 -6.64756 -17.70968
H: -5.87408 -6.28101 -15.33883
H: -3.73986 -5.13003 -14.99432
C: 2.52672 -0.44247 -23.89984
C: 1.87306 -0.45951 -25.20856
N: 1.33582 -0.49123 -26.22022
H: 3.23285 -1.26899 -23.82012
H: 1.67674 -0.55916 -23.22751
H: 2.90203 0.55296 -23.66242
C: -3.38031 -0.82957 -22.99792
C: -3.74648 -1.20185 -21.59041
N: -3.94207 -1.44367 -20.44745
H: -2.34042 -1.07713 -23.21110
H: -3.40033 0.25698 -23.08234
H: -4.02360 -1.35302 -23.70522
C: -1.13610 -3.65939 -20.05121
C: -0.44742 -2.81256 -20.94053
N: 0.18935 -2.14443 -21.67362
H: -2.17239 -3.51615 -20.35729
H: -0.95887 -3.42516 -19.00153
H: -0.82736 -4.68837 -20.23552

HOMO level = -9.30 eV
structure (SMILES) = Fc1ccccc1.Fc1ccccc1.CC#N.CC#N.CC#N
E_LUMO = 0.02153 hartree
electronic energy = -1061.2244 a.u.
gap between HOMO and LUMO = 0.3632 Eh
ΔE to the lowest compared entry with this formula, charge and spin = 24.6 kcal per mole

=====

(4)
Formula: CH3I2N2
Source: OMol25
Level of theory: ωB97M-V/def2-TZVPD

Atoms and positions in Å:
C: -1.56872 0.02240 0.20079
N: -2.70665 0.27635 0.07029
N: -0.33338 -0.20297 0.26291
I: 2.88301 0.47445 -1.01805
I: 5.06228 -0.73915 -0.03015
H: -3.74012 0.50021 -0.17608
H: 0.06594 -0.78394 0.97183
H: 0.33762 0.45265 -0.28154

HOMO level = -12.54 eV
E_LUMO = -0.19026 hartree
electronic energy = -744.5059 a.u.
gap between HOMO and LUMO = 0.2705 Eh
ΔE to the lowest compared entry with this formula, charge and spin = 11.3 kcal per mole
net charge = +1

=====

(5)
Formula: C6H11O
Source: OMol25
Level of theory: ωB97M-V/def2-TZVPD

Atoms and positions in Å:
C: -2.11744 -0.31504 0.63900
O: -3.28334 0.41849 0.53779
C: -0.97159 0.32182 -0.16529
C: 0.34830 -0.47894 -0.09035
C: 1.23510 -0.16478 -1.31194
C: 3.00762 -0.03557 0.56420
C: 1.93025 0.43560 -0.17716
H: -1.68808 -0.51006 1.65280
H: -2.22747 -1.33699 0.24079
H: -0.77103 1.34384 0.06961
H: -1.26750 0.30271 -1.21616
H: 0.05077 -1.51343 -0.43564
H: 0.42102 -0.70349 0.96768
H: 0.75828 0.52309 -1.96124
H: 1.87990 -1.02164 -1.82628
H: 3.27402 0.23380 1.49033
H: 3.64353 -0.72976 0.02274
H: 1.59986 1.48553 -0.05781

HOMO level (alpha / beta) = -7.65 / -7.64 eV
E_LUMO (alpha / beta) = 0.03601 / -0.06436 hartree
electronic energy = -310.2073 a.u.
gap between HOMO and LUMO (alpha / beta) = 0.3172 / 0.2163 Eh
⟨S²⟩ = 0.754
ΔE to the lowest compared entry with this formula, charge and spin = 114.3 kcal per mole
2S+1 = 2

=====

(6)
Formula: C4H9BrOSi
Source: OMol25
Level of theory: ωB97M-V/def2-TZVPD

Atoms and positions in Å:
C: -0.43947 1.21296 0.27913
C: -1.83646 -0.99070 0.23235
C: 0.44468 -0.85950 -0.96480
C: -0.41889 -0.34626 0.17108
O: -1.08065 1.97635 0.96748
Si: 0.67258 2.30603 -0.67706
Br: 4.42695 0.08539 0.28092
H: -2.13386 -1.03090 1.35346
H: -2.64567 -0.46856 -0.20729
H: -1.81592 -2.00498 -0.18803
H: -0.04546 -0.64143 -1.96222
H: 0.48170 -2.01198 -0.70978
H: 1.44571 -0.41516 -0.78548
H: -0.06427 -0.65888 1.18001
H: 1.99588 2.28804 -1.41374
H: 0.02412 3.53937 -0.98717

HOMO level (alpha / beta) = -9.59 / -7.47 eV
E_LUMO (alpha / beta) = -0.04711 / -0.13712 hartree
electronic energy = -3096.3902 a.u.
gap between HOMO and LUMO (alpha / beta) = 0.3054 / 0.1374 Eh
ΔE to the lowest compared entry with this formula, charge and spin = 115.6 kcal per mole

=====

(7)
Formula: C4H11NO
Source: OMol25
Level of theory: ωB97M-V/def2-TZVPD

Atoms and positions in Å:
C: 1.18589 -0.28374 -1.45124
N: 0.65444 -1.33050 -0.96395
C: -0.32243 -1.09279 0.11034
C: -1.53713 -0.25891 -0.26009
C: -1.54245 1.16581 0.33722
H: 1.41453 0.58939 -0.84236
H: 1.61332 -0.34417 -2.45065
H: 0.16221 -0.72804 1.01124
H: -0.68224 -2.08049 0.40541
H: -2.47742 -0.75584 -0.01142
H: -1.62064 -0.15804 -1.34526
H: -1.87948 1.14070 1.36832
H: -1.89894 1.94190 -0.33690
H: -0.48757 1.48310 0.30664
O: 2.58947 0.56868 1.19383
H: 2.96577 -0.31745 1.11101
H: 1.86266 0.46038 1.81787

HOMO level = -9.19 eV
structure (SMILES) = C=NCCC.O
E_LUMO = 0.03048 hartree
electronic energy = -288.9354 a.u.
gap between HOMO and LUMO = 0.3683 Eh
ΔE to the lowest compared entry with this formula, charge and spin = 51.2 kcal per mole

=====

(8)
Formula: C3H8NO
Source: OMol25
Level of theory: ωB97M-V/def2-TZVPD

Atoms and positions in Å:
C: 0.69820 1.15255 -0.28359
C: -0.05769 -0.14690 -0.41505
N: -1.28312 -0.08549 0.47414
C: 0.79088 -1.40040 -0.04271
O: 0.40484 -2.39370 0.45720
H: 0.87724 1.58805 0.71925
H: 1.70599 1.05257 -0.67837
H: 0.12005 2.01654 -0.63093
H: -0.34188 -0.32074 -1.45625
H: -1.83439 -0.92869 0.31900
H: -1.10806 -0.11658 1.48509
H: -1.79662 0.80006 0.43559
H: 1.82457 -1.21728 -0.38339

HOMO level = -14.99 eV
structure (SMILES) = C[C@H]([NH3+])C=O
E_LUMO = -0.14891 hartree
electronic energy = -248.8161 a.u.
gap between HOMO and LUMO = 0.4018 Eh
ΔE to the lowest compared entry with this formula, charge and spin = 12.4 kcal per mole
net charge = +1

=====

> The lowest electronic energy belongs to which entry?

C24H24BrN5ReS3